1.
48
Properties=species:S:1:pos:R:3:forces:R:3:mulliken_charge:R:1 method="wB97M-V/def2-TZVPD" s2=0.759 homo_lumo_gap_ev="8.135 / 8.120" lumo_ev="-0.061 / -0.069" spin_multiplicity=2 homo_energy_ev="-8.20 / -8.19" mol_weight_da=699.8
C 1.344181 2.891898 -1.048821 -0.032 0.031 -0.087 -0.615
H -1.677298 -0.376331 -2.980607 0.012 -0.005 0.005 0.524
H -0.558531 -3.819935 -0.718189 0.008 0.014 0.006 0.411
C -1.039048 -2.017894 -1.767047 0.010 -0.107 0.004 -0.080
F -1.752468 -0.045137 1.323539 0.078 0.090 0.001 -0.666
H 3.754794 0.381263 1.663200 0.014 -0.012 0.008 0.297
N 2.503171 -0.017087 0.050543 -0.048 -0.070 0.006 -0.257
F -1.603392 3.305936 -3.076087 -0.013 -0.013 0.011 -0.407
C -1.710582 -4.210320 -2.487644 -0.011 -0.023 -0.011 -0.562
H 2.337333 -0.761549 -0.620394 -0.006 0.011 -0.010 0.323
F -2.289465 1.043191 4.909840 0.006 0.004 -0.001 -0.527
H 1.734465 -0.004617 3.289933 -0.007 -0.012 0.010 0.231
H 0.969064 3.168050 -3.142659 -0.036 0.009 -0.016 0.455
C -2.347945 -2.260366 -3.767570 -0.007 0.025 -0.017 -0.547
H -1.727219 -5.282040 -2.346851 -0.003 0.001 -0.005 0.377
C 3.404131 -0.496137 1.117670 0.012 0.063 -0.029 -0.607
O -0.302861 0.109245 -0.994501 0.159 -0.084 0.195 -0.367
O 0.226914 -1.615554 0.231317 -0.024 -0.031 -0.036 -0.646
N 1.464893 -0.662112 2.564950 0.025 0.067 -0.035 -0.375
C -1.054997 -3.395549 -1.580199 -0.021 0.026 -0.031 -0.284
C -1.687855 -1.451007 -2.857132 -0.020 -0.035 -0.029 -0.447
C -2.351278 -3.635378 -3.577800 0.022 0.004 0.034 -0.032
F -2.962450 2.020833 2.485358 0.020 0.013 0.014 -0.558
F -3.815845 -0.467761 3.117804 0.018 0.011 -0.019 -0.526
H 2.921244 0.757841 -0.450715 -0.022 0.004 -0.023 0.278
C 0.545701 3.077027 -2.151399 0.039 -0.027 0.032 -0.765
H -1.053947 2.880941 1.352056 0.001 0.011 0.005 0.569
C -1.415315 3.062537 -0.746949 -0.063 -0.017 0.148 -0.671
H 2.250127 -2.264348 1.504793 0.005 -0.001 0.003 0.290
H 2.673009 2.411279 1.225324 0.001 -0.008 0.030 0.482
I -3.337286 -4.860097 -4.947678 -0.003 0.002 -0.003 0.097
C 0.801198 2.783767 0.251581 -0.013 0.006 0.153 -0.133
C 1.599486 2.335150 1.390702 0.050 -0.079 -0.061 -0.965
Ti 0.483221 0.499904 0.928015 -0.197 0.119 -0.090 0.795
C -0.834091 3.142528 -1.980472 0.072 0.023 -0.088 0.440
H 0.765310 -1.278945 2.970965 -0.003 -0.005 -0.011 0.228
H 1.307680 2.739766 2.355160 -0.016 0.036 -0.003 0.387
Sb -2.191936 0.444216 3.146498 -0.011 -0.140 -0.055 2.536
C 2.627555 -1.401630 2.052743 -0.008 -0.051 0.010 -0.659
H 3.278342 -1.763322 2.852102 -0.005 0.006 0.004 0.470
C -0.596711 2.877820 0.372493 0.039 -0.001 -0.136 -0.033
F -1.262965 -1.115779 3.680666 0.014 0.025 0.018 -0.620
H 4.278233 -1.014865 0.717660 -0.007 -0.016 0.002 0.454
C -0.337694 -1.147460 -0.797562 -0.004 0.155 0.049 0.838
H -2.857070 -1.822616 -4.614867 -0.001 -0.013 -0.003 0.388
H 2.420902 2.862320 -1.178587 0.006 0.004 0.027 0.633
F -0.433738 1.259393 2.916200 -0.032 -0.017 0.047 -0.636
H -2.488948 3.132954 -0.637405 0.000 0.007 -0.025 0.480

=====

2.
41
Properties=species:S:1:pos:R:3:forces:R:3:mulliken_charge:R:1 method="wB97M-V/def2-TZVPD" s2=6.092 homo_lumo_gap_ev="5.617 / 3.431" lumo_ev="-2.775 / -7.832" total_charge=+1 spin_multiplicity=5 homo_energy_ev="-8.39 / -11.26" mol_weight_da=360.2
H -0.067586 -0.048239 -0.038612 -0.220 0.039 0.372 0.673
Fe 3.558213 -1.382026 -0.606091 0.865 -1.656 -1.060 0.248
C -4.400454 -0.634261 2.834459 -0.504 -0.350 0.510 -0.698
O -4.136370 0.182544 1.684602 1.155 0.189 -0.530 -0.289
O -1.930897 -0.223685 1.995655 -0.837 0.992 -0.907 -0.578
C -2.654563 1.148298 0.134661 -0.259 -0.549 0.025 0.231
H -2.672570 4.409163 0.420428 0.105 -0.144 -0.314 0.289
N -1.256627 1.530324 0.157780 -0.984 2.162 0.989 -0.084
O 5.687982 0.560002 -0.316224 -2.022 -1.494 -0.613 -0.352
H -4.307163 2.306986 -0.648325 0.145 0.155 0.185 0.373
C 0.743932 -0.683808 -0.348485 1.007 0.018 -0.235 -0.614
H -0.626560 3.443367 0.806726 0.158 -0.529 -0.251 0.355
H -3.839615 -1.573310 2.794023 -0.123 0.269 -0.058 0.323
C -3.508217 2.434135 0.086267 -0.077 -0.114 0.224 -0.690
C 3.547216 -1.569278 1.168134 0.849 -0.546 5.058 0.196
H -0.388065 -2.428509 -0.020726 0.218 -0.088 0.109 0.434
C -2.845459 0.297754 1.375985 -0.254 -1.237 1.226 0.388
O 5.523193 -3.567063 -0.541107 -1.638 2.153 -0.387 -0.321
H 2.884869 0.709219 -2.489320 0.014 -0.364 0.094 0.456
C 2.528548 -0.197828 -1.988415 0.076 0.582 -0.365 -0.860
H -3.971441 2.613320 1.064503 0.095 -0.190 -0.277 0.308
C -1.108703 2.971313 -0.065179 -0.148 0.658 -0.363 -0.665
H -2.687339 3.902679 -1.287645 0.175 -0.016 0.286 0.310
C 1.521289 -2.937482 -0.856115 -0.588 -0.583 -0.067 -0.623
C 4.803602 -0.164120 -0.528074 3.693 3.060 0.620 -0.066
C 2.461228 -2.625120 -1.874259 0.600 -1.328 0.133 -0.595
H -0.483896 3.173267 -0.940184 0.184 -0.153 0.066 0.287
H -2.901425 0.510655 -0.727596 0.333 0.021 0.034 0.361
H 2.269294 0.819080 -0.064983 -0.432 -0.097 -0.741 0.613
H -0.805521 1.229061 1.020605 0.376 -0.726 -0.123 0.396
O 3.867433 -1.701698 2.276802 -0.989 0.328 -2.497 -0.325
C 2.576874 -1.413893 -2.610071 -0.335 0.536 -2.146 -0.506
H -4.152176 -0.089679 3.752635 -0.002 -0.115 -0.270 0.323
C 0.554594 -2.034061 -0.398092 -0.731 -0.828 0.191 -0.245
C 4.765160 -2.696233 -0.658096 2.301 -3.117 0.388 0.524
H -5.472930 -0.814669 2.778275 0.154 -0.071 0.169 0.248
H 2.941359 -1.483467 -3.642215 -0.033 0.114 0.469 0.396
H 2.966094 -3.488663 -2.336127 -0.391 0.377 0.287 0.729
C 2.008069 -0.082641 -0.646922 -1.751 2.240 0.552 0.085
H 1.538874 -3.961885 -0.460278 -0.273 0.401 -0.443 0.442
C -2.530263 3.560461 -0.258415 0.086 0.002 -0.338 -0.476

=====

3.
40
Properties=species:S:1:pos:R:3:forces:R:3:mulliken_charge:R:1 method="wB97M-V/def2-TZVPD" homo_lumo_gap_ev=8.509 lumo_ev=0.209 smiles="CCCC(=O)Nc1cc(C)c(NC(=O)c2ccccn2)cn1" spin_multiplicity=1 homo_energy_ev=-8.30 mol_weight_da=298.3
C 4.835359 0.107398 -0.213740 0.614 0.134 -0.109 0.667
H 1.522961 2.512032 0.220944 -0.025 0.032 0.096 0.326
N 2.566568 -0.369081 0.243290 0.191 -0.341 0.193 -0.054
H 0.258893 2.695149 1.453641 -0.037 0.013 0.093 0.409
C 1.163771 -0.368565 0.239911 -0.571 0.185 -0.126 0.437
C -5.319129 -0.614703 0.118295 -0.067 0.411 -0.088 -0.550
N -0.811333 -1.667102 -0.124921 -0.445 -0.064 0.027 -0.725
C 3.399901 0.518003 -0.352623 -0.306 -0.101 -0.023 0.062
H 7.969878 1.152084 -0.891667 0.043 0.041 -0.021 0.425
N 5.079249 -1.072695 0.352334 -0.306 0.088 -0.023 -0.407
C -0.986069 0.622569 0.535925 -0.062 -0.027 -0.036 -0.487
H -8.083847 -0.309021 0.148271 -0.093 -0.032 0.092 0.327
C 6.334332 -1.459799 0.476781 0.341 -0.151 0.043 -0.189
C 0.394361 0.751178 0.592486 0.100 -0.388 -0.101 0.992
H 6.479711 -2.426469 0.941608 0.113 -0.045 0.015 0.426
C -7.625776 -0.214809 -0.833827 0.211 0.105 -0.052 -1.238
O -3.815637 1.152093 0.721622 -0.007 0.321 0.096 -0.644
H -1.626537 1.449433 0.792331 -0.014 0.030 0.013 0.589
C 0.499783 -1.548787 -0.083719 0.258 0.299 -0.008 -0.757
H -3.112992 -1.775332 -0.233989 -0.055 0.186 0.060 0.282
H -8.232748 0.460237 -1.431786 -0.124 0.010 -0.046 0.353
C 7.412693 -0.698123 0.047593 -0.084 0.085 -0.039 -0.522
N -2.913364 -0.829774 0.065170 -0.103 -0.324 -0.130 -0.106
H -7.631459 -1.193229 -1.310281 -0.079 -0.112 -0.042 0.330
H 3.031403 -1.225079 0.532523 -0.015 0.204 0.043 0.364
C -1.545865 -0.594179 0.162301 0.525 0.119 0.101 0.077
H -5.777824 -0.753431 1.100949 0.043 -0.065 0.016 0.303
H 5.576979 1.885425 -1.132032 -0.034 0.062 -0.038 0.422
H -5.234800 -1.589779 -0.363403 -0.018 -0.053 0.041 0.227
O 3.066500 1.526554 -0.942927 0.106 0.025 -0.099 -0.658
C 7.158470 0.529895 -0.543333 -0.061 -0.121 0.067 -0.319
C 1.014472 2.025249 1.053202 0.011 0.169 -0.100 -1.687
H 1.058730 -2.444377 -0.324983 0.165 -0.031 -0.039 0.367
C 5.844056 0.943542 -0.679689 -0.212 -0.081 0.052 -0.562
H 1.764972 1.825294 1.817610 0.062 0.026 0.058 0.342
H -6.210602 1.299702 -0.241071 0.072 -0.008 -0.059 0.287
C -3.953707 0.012931 0.337702 -0.176 -0.481 -0.073 0.490
C -6.204165 0.316669 -0.713841 -0.066 -0.150 0.120 -0.278
H 8.421237 -1.059914 0.172484 0.068 -0.049 0.023 0.370
H -5.768441 0.428801 -1.709153 0.034 0.079 0.000 0.310